# 1
The following is a DFT calculation (ωB97M-V/def2-TZVPD) of a structure of composition C39H85Br2N4O7 in a non-equilibrium geometry.

Electronic energy in a.u.: -7430.101060
HOMO-LUMO gap in eV: 6.22
HOMO in eV: -10.90

Structure (ORCA input):
```
! RIJCOSX wB97M-V def2-TZVPD def2/J DEFGRID3
* xyz 1 1
C 4.1204 -4.9626 1.0855
C 2.6310 -4.6454 1.6169
Br 1.8395 -6.2941 2.3920
C 1.7161 -3.9516 0.4200
Br 0.1401 -5.1165 0.1298
N 1.4227 -2.5707 0.8795
C 2.2947 -1.5222 0.2668
C 2.9024 -0.4727 1.3248
C 4.1829 0.3148 0.8680
C 4.8231 1.3834 1.7943
C 4.1875 1.6350 3.1839
C 2.9377 0.8606 3.6548
C 2.3003 -0.1989 2.7246
C 0.0020 -2.2248 0.8532
N -0.5677 -1.9286 -0.3741
N -0.8351 -2.0883 1.9966
C -0.3582 -2.8396 3.1976
N -0.9519 -4.1817 3.4039
C -2.2902 -2.2447 1.7085
C -2.8946 -0.7567 1.4078
C -4.4488 -0.8237 1.8314
O -5.2728 0.1576 1.1509
H 4.4931 -4.1001 0.4192
H 4.0378 -5.9181 0.4398
H 4.8455 -5.1989 1.9409
H 2.7496 -3.8593 2.4509
H 2.3667 -4.0184 -0.5221
H 3.2107 -2.0303 -0.2225
H 1.8032 -0.9081 -0.5601
H 4.6550 0.1404 -0.1683
H 5.7386 1.9845 1.4690
H 4.6376 2.3983 3.8963
H 2.4373 1.0411 4.6587
H 1.3842 -0.7793 3.0603
H -1.0888 -2.6274 -0.9270
H -0.4668 -0.9516 -0.6945
H -0.6628 -2.2089 4.1203
H 0.7772 -2.9581 3.2783
H -1.7196 -4.1748 4.0853
H -1.2189 -4.6520 2.5316
H -2.5392 -2.9904 0.8749
H -2.8878 -2.6075 2.6275
H -2.7140 -0.4157 0.3374
H -2.3895 -0.0666 2.1862
H -4.8312 -1.8732 1.5404
H -4.5934 -0.7553 2.9756
H -4.6268 0.7959 0.7655
C 6.8884 -1.2676 -1.9451
C 6.8974 -2.6306 -1.2850
O 6.2091 -3.6220 -2.0307
C 6.7227 -3.9234 -3.3234
C 8.1361 -4.4768 -3.2962
H 5.8690 -0.9789 -2.2157
H 7.3045 -0.5152 -1.2707
H 7.4844 -1.2602 -2.8607
H 6.3798 -2.5562 -0.3241
H 7.9182 -2.9571 -1.0635
H 6.6542 -3.0469 -3.9753
H 6.0591 -4.6803 -3.7491
H 8.8561 -3.7183 -2.9794
H 8.4301 -4.8216 -4.2899
H 8.2107 -5.3113 -2.5943
C 0.2877 -3.4556 7.1923
C -0.0263 -2.0218 7.5815
O -1.4082 -1.7029 7.4908
C -2.2825 -2.4396 8.3374
C -2.0038 -2.2359 9.8160
H -0.1491 -3.6953 6.2190
H 1.3681 -3.6111 7.1447
H -0.1200 -4.1646 7.9166
H 0.4897 -1.3492 6.8906
H 0.3547 -1.7918 8.5813
H -2.2629 -3.5021 8.0748
H -3.2926 -2.0838 8.1188
H -1.0463 -2.6752 10.1063
H -2.7832 -2.7057 10.4198
H -1.9612 -1.1710 10.0578
C 8.4040 -2.7493 -9.7975
C 7.6839 -3.6602 -8.8188
O 7.7911 -3.2339 -7.4667
C 7.2304 -1.9654 -7.1597
C 5.7322 -1.8949 -7.3993
H 9.4354 -2.5791 -9.4795
H 8.4090 -3.1904 -10.7969
H 7.9178 -1.7729 -9.8659
H 8.1383 -4.6531 -8.8639
H 6.6327 -3.7864 -9.0976
H 7.7549 -1.1739 -7.7037
H 7.4233 -1.7932 -6.0972
H 5.4950 -1.9529 -8.4642
H 5.3281 -0.9541 -7.0181
H 5.2225 -2.7263 -6.9053
C -5.5228 5.2748 1.7583
C -4.0617 4.8915 1.6026
O -3.8288 3.9721 0.5428
C -4.1591 4.4195 -0.7664
C -3.3556 5.6288 -1.2110
H -6.1523 4.3832 1.8146
H -5.6673 5.8688 2.6636
H -5.8722 5.8684 0.9101
H -3.7299 4.3946 2.5181
H -3.4315 5.7786 1.4843
H -5.2340 4.6091 -0.8451
H -3.9401 3.5862 -1.4398
H -3.6213 6.5184 -0.6354
H -3.5426 5.8454 -2.2652
H -2.2858 5.4556 -1.0689
C -2.7327 9.9619 -4.0077
C -3.3428 9.9399 -2.6172
O -2.4619 9.4366 -1.6220
C -1.2642 10.1716 -1.4084
C -1.5056 11.5929 -0.9310
H -2.3098 8.9861 -4.2596
H -3.4881 10.2240 -4.7522
H -1.9259 10.6955 -4.0781
H -4.2094 9.2736 -2.6248
H -3.7142 10.9299 -2.3336
H -0.6421 10.1578 -2.3089
H -0.7074 9.6328 -0.6373
H -1.9647 12.2039 -1.7119
H -0.5627 12.0662 -0.6480
H -2.1796 11.6021 -0.0707
C -9.5705 -1.9432 -2.3368
C -10.1834 -1.9680 -0.9475
O -9.3035 -2.4703 0.0489
C -8.1086 -1.7325 0.2641
C -8.3524 -0.3120 0.7412
H -9.1452 -2.9178 -2.5889
H -10.3250 -1.6819 -3.0825
H -8.7650 -1.2076 -2.4047
H -11.0483 -2.6358 -0.9573
H -10.5573 -0.9790 -0.6637
H -7.4852 -1.7446 -0.6361
H -7.5513 -2.2707 1.0359
H -8.8118 0.2984 -0.0404
H -7.4106 0.1621 1.0250
H -9.0275 -0.3032 1.6011
*
```

***

# 2
The following is a DFT calculation (ωB97M-V/def2-TZVPD) of a structure of composition C9H14N2O3S in a non-equilibrium geometry.

Electronic energy in a.u.: -1084.709933
HOMO-LUMO gap in eV: 9.74
HOMO in eV: -9.11

Structure (ORCA input):
```
! RIJCOSX wB97M-V def2-TZVPD def2/J DEFGRID3
* xyz 0 1
C -0.5872 2.0900 -0.2119
C 2.3866 -0.2128 0.4378
C -2.0529 2.5359 0.1853
C -1.9631 1.2415 1.0321
C -1.1296 -1.1311 -0.1888
C -0.0873 -0.4221 0.6347
C 3.4917 0.3101 -0.4074
C -1.0329 -0.8842 -1.6729
C -0.8736 -2.5422 0.2740
N -0.5976 1.1443 0.8108
N 1.1391 -0.2199 -0.1189
O 0.2082 2.4147 -1.0611
O 2.5525 -0.7177 1.5301
O 0.1021 -0.8505 1.8837
S -2.7186 -0.3956 0.4359
H -1.8797 3.4632 0.7399
H -2.8688 2.7746 -0.6038
H -2.1446 1.4752 2.1650
H 3.3507 1.3920 -0.4330
H 4.5116 0.2011 -0.0183
H 3.5473 0.1379 -1.5523
H -2.0178 -0.9542 -1.8691
H -0.3448 -1.4820 -2.2550
H -0.7091 0.1250 -1.9404
H 0.1478 -2.7000 0.4963
H -1.1917 -3.3771 -0.3885
H -1.4137 -2.6106 1.1840
H 1.0404 0.2531 -1.0562
H 1.1350 -1.0586 1.9678
*
```

***

# 3
The following is a DFT calculation (ωB97M-V/def2-TZVPD) of a cluster of 2 separate species, C4H7NO in total in a non-equilibrium geometry.

Electronic energy in a.u.: -286.591910
HOMO-LUMO gap in eV: 9.19
HOMO in eV: -8.38

Structure (ORCA input):
```
! RIJCOSX wB97M-V def2-TZVPD def2/J DEFGRID3
* xyz 0 1
O 2.1840 3.5848 -2.7789
H 2.3175 4.5478 -2.9309
H 2.3137 3.4661 -1.8108
C 0.7981 -0.5263 0.9766
C -0.1114 -0.9469 2.0049
C 0.0000 0.0000 0.0000
C -1.3561 -0.6187 1.6382
N -1.2840 0.0529 0.4362
H 1.8870 -0.4907 1.0115
H 0.2314 -1.4306 2.9196
H 0.2581 0.4515 -0.9579
H -2.3128 -0.6976 2.1545
H -2.0822 0.3464 -0.1323
*
```

***

# 4
The following is a DFT calculation (ωB97M-V/def2-TZVPD) of a structure of composition C33H26N6PdS2.

Electronic energy in a.u.: -2525.879956
HOMO-LUMO gap (alpha / beta) in eV: 5.68 / 7.06
HOMO (alpha / beta) in eV: -5.91 / -7.36

Structure (ORCA input):
```
! RIJCOSX wB97M-V def2-TZVPD def2/J DEFGRID3
* xyz 0 3
Pd 1.1376 0.0672 0.5015
N 0.5805 3.9495 2.4952
C 0.6935 2.8345 1.7274
S 1.4025 1.4453 2.4811
N 0.2505 2.9852 0.4893
N 0.3763 1.8728 -0.2699
C 0.0497 1.9084 -1.5230
C -0.4982 3.1159 -2.2028
C 0.1726 4.3376 -2.1763
C -0.3575 5.4434 -2.8253
C -1.5692 5.3497 -3.4993
C -2.2457 4.1381 -3.5291
C -1.7077 3.0298 -2.8888
C 0.2799 0.6636 -2.2814
C 0.2555 0.6197 -3.6788
C 0.5101 -0.5671 -4.3286
C 0.8132 -1.7044 -3.5847
C 0.8674 -1.5796 -2.2160
N 0.5965 -0.4327 -1.5772
H 1.0711 3.9680 3.3706
H 0.3915 4.8187 2.0247
H 1.1120 4.4163 -1.6485
H 0.1764 6.3856 -2.7984
H -1.9827 6.2158 -4.0010
H -3.1933 4.0536 -4.0476
H -2.2457 2.0877 -2.9048
H 0.0599 1.5245 -4.2361
H 0.4943 -0.6064 -5.4101
H 1.0201 -2.6553 -4.0553
H 1.1584 -2.4119 -1.5855
C 5.6278 -3.1342 0.1135
C 4.2815 -3.2220 0.5396
C 3.4817 -2.1152 0.5120
C 3.9526 -0.8523 0.0628
C 3.1141 0.3157 0.0099
C 3.6728 1.4873 -0.4129
C 5.0355 1.5740 -0.7996
C 5.8357 0.4730 -0.7737
C 5.3114 -0.7736 -0.3433
C 6.1245 -1.9377 -0.3125
H 6.2595 -4.0144 0.1321
H 3.8900 -4.1664 0.8974
H 2.4590 -2.2072 0.8655
H 3.0641 2.3864 -0.4563
H 5.4388 2.5289 -1.1204
H 6.8760 0.5322 -1.0763
H 7.1579 -1.8574 -0.6343
S -3.4889 -4.3134 2.9323
C -2.4610 -2.9942 2.3068
C -1.6156 -2.2946 3.1521
C -0.8275 -1.2812 2.6223
N -0.8412 -0.9580 1.3294
C -1.6566 -1.6359 0.5225
C -2.4800 -2.6597 0.9615
C -4.9698 -3.3781 3.3000
C -5.1422 -2.7921 4.5443
C -6.3017 -2.0661 4.7795
N -7.2682 -1.9024 3.8753
C -7.0955 -2.4876 2.6891
C -5.9738 -3.2332 2.3542
H -1.5671 -2.5288 4.2077
H -0.1676 -0.6912 3.2461
H -1.6427 -1.3394 -0.5200
H -3.1195 -3.1868 0.2649
H -4.3916 -2.9015 5.3161
H -6.4598 -1.5934 5.7427
H -7.8944 -2.3549 1.9677
H -5.8879 -3.6978 1.3806
*
```

***

# 5
The following is a DFT calculation (ωB97M-V/def2-TZVPD) of a structure of composition C36H83N3NbO13S2 in a non-equilibrium geometry.

Electronic energy in a.u.: -3416.719383
HOMO-LUMO gap in eV: 6.49
HOMO in eV: -4.77

Structure (ORCA input):
```
! RIJCOSX wB97M-V def2-TZVPD def2/J DEFGRID3
* xyz -1 1
C -12.3031 -0.9947 -1.0906
C -11.2924 -2.0125 -0.5896
N -9.9032 -1.5339 -0.6214
Nb -9.0726 -0.4713 0.9889
C -8.1150 1.2161 -0.2806
C -8.4470 2.6084 0.1233
N -8.3144 3.5992 -0.6711
C -7.0076 -1.4181 1.0844
C -6.6894 -2.5525 0.0998
C -5.8634 -2.0824 -1.0820
S -6.9039 -1.2413 -2.2781
C -5.8740 -0.0822 -3.0586
S -4.4481 0.4283 -2.4453
N -6.3756 0.5106 -4.2307
C -7.1753 1.7180 -3.9689
C -8.5974 1.3953 -3.5963
O -9.2529 0.5695 -4.5604
C -8.4351 0.1065 -5.6092
C -7.0568 -0.3781 -5.1891
H -12.5482 -0.2630 -0.3290
H -11.8865 -0.4617 -1.9438
H -13.2084 -1.4872 -1.4389
H -11.3769 -2.8869 -1.2453
H -11.5395 -2.3498 0.4108
H -9.8083 -0.9805 -1.4707
H -10.5241 0.6708 0.9600
H -9.8634 -1.5748 2.2467
H -8.5800 0.5510 2.4386
H -7.0349 1.0768 -0.2555
H -8.4303 1.1315 -1.3222
H -8.8460 2.7650 1.1237
H -8.6238 4.4527 -0.2068
H -6.9343 -1.8210 2.0966
H -6.2099 -0.6813 0.9972
H -6.0478 -3.2832 0.5986
H -7.5690 -3.0996 -0.2349
H -5.4244 -2.9360 -1.5947
H -5.0587 -1.4429 -0.7474
H -7.1430 2.3630 -4.8436
H -6.7299 2.2726 -3.1489
H -8.6390 0.8923 -2.6338
H -9.1530 2.3263 -3.4949
H -8.9541 -0.7421 -6.0472
H -8.3603 0.8584 -6.3988
H -7.1180 -1.3923 -4.8146
H -6.4526 -0.4153 -6.0974
C -3.9424 1.9340 1.5369
O -3.4540 0.8161 2.2511
C -2.1168 0.4787 1.9646
C -1.3411 0.1004 3.2059
O -1.0532 1.1708 4.0949
C -2.1238 1.7561 4.8184
C -2.7382 0.8819 5.8875
O -3.5139 -0.1627 5.3395
C -3.4048 -1.3959 6.0058
H -4.1921 1.6621 0.5059
H -4.8490 2.2762 2.0327
H -3.2132 2.7532 1.5336
H -1.6044 1.3049 1.4573
H -2.1101 -0.3915 1.2925
H -0.3619 -0.2501 2.8652
H -1.8167 -0.7312 3.7293
H -2.8908 2.1509 4.1505
H -1.6683 2.6069 5.3323
H -3.3882 1.5158 6.5066
H -1.9429 0.4810 6.5280
H -2.3617 -1.6289 6.2517
H -3.7831 -2.1638 5.3327
H -4.0012 -1.4113 6.9255
C 2.5659 1.6923 2.9096
O 3.6994 1.1798 2.2393
C 4.2223 -0.0085 2.7979
C 4.5890 -1.0235 1.7394
O 3.4908 -1.6317 1.0810
C 2.7187 -0.8580 0.1760
C 3.4185 -0.4943 -1.1123
O 4.4252 0.4803 -0.9092
C 5.5989 0.2862 -1.6641
H 2.8512 2.2236 3.8239
H 2.0723 2.3932 2.2386
H 1.8543 0.8992 3.1584
H 3.5073 -0.4611 3.4935
H 5.1355 0.2380 3.3573
H 5.0889 -1.8459 2.2574
H 5.3062 -0.6046 1.0295
H 2.3016 0.0269 0.6598
H 1.8810 -1.5061 -0.0920
H 2.6672 -0.0912 -1.8039
H 3.8443 -1.3990 -1.5620
H 5.9055 -0.7661 -1.6686
H 6.3874 0.8750 -1.1960
H 5.4667 0.6307 -2.6958
C 5.0740 -4.4549 0.4821
O 6.1281 -4.8209 -0.3886
C 7.1086 -3.8178 -0.5587
C 8.5121 -4.3775 -0.5349
O 8.9554 -4.8284 0.7326
C 8.4271 -6.0315 1.2601
C 8.8973 -7.2942 0.5763
O 8.3242 -7.4520 -0.7082
C 9.2045 -7.9531 -1.6856
H 4.3631 -3.7881 -0.0087
H 4.5583 -5.3683 0.7755
H 5.4546 -3.9679 1.3849
H 7.0167 -3.0482 0.2166
H 6.9576 -3.3373 -1.5362
H 9.1831 -3.5507 -0.7822
H 8.6402 -5.1427 -1.3036
H 7.3372 -6.0017 1.3181
H 8.8095 -6.0701 2.2832
H 8.6011 -8.1478 1.2012
H 9.9914 -7.2825 0.5123
H 10.1843 -7.4657 -1.6311
H 8.7668 -7.7406 -2.6600
H 9.3391 -9.0367 -1.5894
C 4.9163 4.0558 -1.3318
O 6.0432 4.6112 -1.9798
C 5.9320 5.9863 -2.2851
C 7.2102 6.7361 -1.9883
O 7.5079 6.8916 -0.6126
C 7.9439 5.7687 0.1322
C 9.3428 5.2919 -0.1821
O 9.4197 4.6486 -1.4413
C 10.5803 4.9451 -2.1802
H 4.1085 3.8528 -2.0429
H 5.2250 3.1150 -0.8810
H 4.5442 4.7135 -0.5393
H 5.1087 6.4445 -1.7265
H 5.7203 6.0956 -3.3579
H 7.0687 7.7559 -2.3554
H 8.0505 6.3055 -2.5376
H 7.2293 4.9454 0.0764
H 7.9592 6.1195 1.1670
H 9.6391 4.5763 0.5969
H 10.0310 6.1439 -0.1414
H 10.8135 6.0151 -2.1492
H 10.3905 4.6630 -3.2150
H 11.4461 4.3806 -1.8150
*
```

***

# 6
The following is a DFT calculation (ωB97M-V/def2-TZVPD) of the molecule C3H8N2O in a non-equilibrium geometry.

Electronic energy in a.u.: -303.765324
HOMO-LUMO gap in eV: 10.63
HOMO in eV: -9.72

Structure (ORCA input):
```
! RIJCOSX wB97M-V def2-TZVPD def2/J DEFGRID3
* xyz 0 1
C -0.5635 0.7619 0.5217
C -1.0551 1.9783 -0.1848
C 0.8058 -1.8635 -0.5852
N -1.1082 0.3187 1.5249
N 1.2363 -0.8360 0.3456
O 0.6346 0.4653 -0.0332
H -0.7784 2.8678 0.4097
H -2.1114 1.8582 -0.3534
H -0.7237 1.9239 -1.1953
H 0.4788 -1.3131 -1.6179
H 1.6758 -2.4512 -0.8842
H -0.0293 -2.4962 -0.1362
H -0.6857 -0.4644 1.9831
H 2.2243 -0.7496 0.2054
*
```

***

# 7
The following is a DFT calculation (ωB97M-V/def2-TZVPD) of a structure of composition C18H26N3O8P2Y in a non-equilibrium geometry.

Electronic energy in a.u.: -2187.962734
HOMO-LUMO gap (alpha / beta) in eV: 5.50 / 4.65
HOMO (alpha / beta) in eV: -14.92 / -14.91

Structure (ORCA input):
```
! RIJCOSX wB97M-V def2-TZVPD def2/J DEFGRID3
* xyz 2 1
Y 0.4025 0.2946 -0.7167
P 2.3847 1.1311 1.0468
C 3.6091 -0.1181 0.4778
C 3.1260 -1.5079 0.1381
N 1.8843 -1.7253 -0.3985
C 1.6624 -2.8762 -1.0647
C 2.5598 -3.9438 -1.0182
C 3.7715 -3.7925 -0.3452
C 4.0425 -2.5699 0.2357
C 0.3870 -3.0594 -1.8703
P -0.3602 -1.5556 -2.6365
H 5.0088 -2.4066 0.7105
H 2.2738 -4.8748 -1.5038
H 4.4583 -4.6379 -0.2843
H 0.5398 -3.7740 -2.6938
H -0.3932 -3.4808 -1.2145
H 4.1584 0.3527 -0.5817
H 4.4142 -0.1590 1.2245
H 3.1722 0.6798 -2.0937
O 4.2716 0.8245 -1.7235
H 5.1217 0.5829 -2.1504
H 0.7571 2.4746 -1.6761
O 1.9288 0.6099 -2.1745
H 1.5601 1.5551 -2.3462
C 0.5456 -1.4797 -4.2417
H 0.4731 -2.4354 -4.7739
H 0.1184 -0.6878 -4.8734
H 1.6028 -1.2487 -4.0529
C -2.0512 -2.0619 -3.1111
H -2.5860 -1.1776 -3.4874
H -2.0557 -2.8435 -3.8828
H -2.5873 -2.4186 -2.2224
C 2.1904 0.9218 2.8364
H 3.0691 1.3316 3.3573
H 1.2717 1.4196 3.1942
H 2.0887 -0.1493 3.0660
C 3.3299 2.6863 0.8725
H 2.6782 3.5334 1.1279
H 4.1987 2.6834 1.5448
H 3.6581 2.8212 -0.1676
O -1.7138 1.1628 -0.5685
C -1.8488 0.8501 0.6775
O -0.9040 0.2140 1.2729
C -3.1101 1.2523 1.3988
C -3.2343 1.0871 2.7852
C -4.3850 1.5625 3.4671
C -5.4445 2.1613 2.7832
C -5.3250 2.3050 1.3964
C -4.1684 1.8630 0.7045
N -6.3979 2.8948 0.6565
O -7.4075 3.2811 1.2839
O -6.2825 2.9923 -0.5826
N -4.4870 1.4668 4.9021
O -3.5593 0.9307 5.5425
O -5.5163 1.9348 5.4435
H -2.4694 0.5961 3.3782
H -6.3209 2.5371 3.3070
H -4.1107 1.9898 -0.3748
*
```

***

# 8
The following is a DFT calculation (ωB97M-V/def2-TZVPD) of a cluster of 2 separate species, C5H12BrClOSi in total in a non-equilibrium geometry.

Electronic energy in a.u.: -3596.702745
HOMO-LUMO gap in eV: 10.36
HOMO in eV: -9.63

Structure (ORCA input):
```
! RIJCOSX wB97M-V def2-TZVPD def2/J DEFGRID3
* xyz 0 1
C -2.4785 -0.8123 1.0329
C 1.3719 -1.7158 0.3677
C -2.0698 0.7157 0.7960
C -1.8436 1.1049 -0.5949
C -0.9383 1.9678 -1.0101
O 2.6555 -1.4053 -0.1874
Si 3.4519 -0.1562 -0.9509
Cl 5.3578 -0.5787 -0.2674
Br 2.6580 1.7519 -0.0714
H -1.6809 -1.4418 0.7879
H -2.6782 -0.9355 2.0736
H -3.3663 -0.9462 0.3234
H 0.7210 -0.8992 0.1090
H 1.6847 -1.8088 1.4297
H 0.9562 -2.6022 -0.0275
H -1.1242 0.9280 1.2251
H -2.7670 1.3623 1.3021
H -2.2668 0.5414 -1.3475
H 3.3848 0.1210 -2.3835
H -0.3005 2.6825 -0.5803
H -0.7277 2.1263 -2.0266
*
```